<i>
# C49H33BF5N3O9S4TeTi

A structure of composition C49H33BF5N3O9S4TeTi (wB97M-V/def2-TZVPD, OMol25).

Atoms and positions in Å:
Te -0.3094 -5.4254 -1.4181
Ti 1.0030 0.1020 -0.2293
S 5.1716 1.4076 2.9757
S 2.4376 0.9058 1.8798
S 2.3317 -2.2089 0.1000
S 8.0655 1.8389 2.5608
F -1.5337 -0.3995 -6.3406
F -3.9640 1.9071 -3.0368
F -2.0023 1.5099 -1.2766
F 0.4542 -0.8300 -4.5795
F -3.7709 0.9723 -5.5918
O 3.5024 -2.4499 0.8949
O 0.3023 0.0508 -2.0390
O -0.3253 0.7860 0.8515
O 1.9219 -3.3208 -0.7405
O 2.5206 -0.9505 -0.7951
O 0.6785 3.0874 -1.1809
O 1.1555 -1.6920 0.9061
O -0.1338 3.6355 1.7941
O 2.9132 2.6481 -1.3334
N 4.7621 1.0124 0.5005
N -1.4436 -1.4052 -0.2342
N 6.1211 1.2332 0.6748
C -5.3763 -3.5797 0.6358
C 0.2532 3.0482 4.0442
C -2.8615 1.2397 -3.4196
C 1.3111 4.1737 -1.6960
C 1.1915 2.0919 6.0402
C 6.8226 0.8949 -2.9355
C -3.3691 -5.7656 -1.6474
C 0.6780 4.3081 4.4493
C -4.1954 -2.9093 0.9212
C 8.2016 1.0470 -2.9954
C -4.8466 1.1364 4.2013
C -5.8006 -2.0596 -1.1735
C -1.4726 1.8443 2.5847
C -0.6737 0.3217 -2.8513
C -2.1768 -6.4368 -1.3749
C 0.7844 5.3836 -2.0883
C 3.5648 4.8282 -2.2876
C -3.4568 -8.4603 -1.0141
C -6.1806 -3.1572 -0.4133
C -4.5884 -6.4254 -1.5831
C -1.0335 -3.7919 -0.2539
C 0.5094 1.9397 4.8421
C -1.8387 1.0288 -2.5105
C 6.8651 1.1728 -0.5440
C -1.4004 -2.5764 -1.0968
C -2.5057 -0.0130 1.4107
C 3.0396 6.0580 -2.6916
C -4.6368 -7.7774 -1.2716
C 4.1142 1.0816 1.6115
C -2.2394 -7.7920 -1.0547
C 2.6716 3.9051 -1.7937
C -0.6203 -0.1439 -4.1792
C -1.4053 0.8683 1.5747
C -2.4998 -1.1016 0.4009
C -2.7731 0.7639 -4.7122
C 8.9018 1.2571 -1.8197
C -1.6376 0.0687 -5.0866
C 6.1516 0.9545 -1.7268
C -3.6028 0.1281 2.2570
C -2.5593 1.8981 3.4453
C 1.5967 3.3536 6.4530
C -0.4096 2.8936 2.7058
C 8.2486 1.3216 -0.5956
C 1.6797 6.3293 -2.5938
C 1.3366 4.4634 5.6585
C 6.5496 1.4816 1.9320
C -3.6506 1.0568 3.2888
C -3.8029 -1.8156 0.1565
C -4.6184 -1.3910 -0.8881
B 1.6778 2.1148 -0.9246
H 1.4202 1.2228 6.6437
H -4.4519 -0.5323 2.1224
H -1.8860 -4.1868 0.2977
H -6.4218 -1.7232 -1.9945
H -5.5880 -8.2942 -1.2274
H -0.2387 -3.5235 0.4370
H 3.7067 6.8154 -3.0845
H 2.1298 3.4710 7.3887
H -1.3263 -8.3261 -0.8204
H -3.3480 -4.7153 -1.9104
H -3.4826 -9.5147 -0.7640
H -5.5019 -5.8776 -1.7813
H 1.6647 5.4460 5.9748
H 0.2064 0.9573 4.5021
H -0.2750 5.5836 -1.9996
H 9.9790 1.3738 -1.8403
H -3.5654 -3.2377 1.7394
H 4.6211 4.6017 -2.3504
H 8.8063 1.4859 0.3100
H -7.0980 -3.6863 -0.6408
H -2.3460 -2.7383 -1.6274
H 5.0802 0.8370 -1.6824
H -5.7638 1.3320 3.6409
H -4.3175 -0.5345 -1.4806
H 1.3061 7.2949 -2.9125
H -2.5576 2.6357 4.2426
H 6.2506 0.7228 -3.8388
H -5.6625 -4.4406 1.2272
H 8.7205 0.9973 -3.9450
H 0.4999 5.1509 3.7935
H -4.7250 1.9373 4.9314
H -0.6169 -2.4138 -1.8351
H -4.9936 0.2040 4.7518

Calculated values
HOMO = -2.75 eV
LUMO level = 0.1289 Eh
Charge = -2

Results of the Löwdin charge analysis, in e, for atoms 1 through 99: atom 1 (Te): 1.332, atom 2 (Ti): 0.970, atom 3 (S): 0.959, atom 4 (S): 0.712, atom 5 (S): 0.316, atom 6 (S): 0.493, atom 7 (F): 0.099, atom 8 (F): 0.095, atom 9 (F): 0.129, atom 10 (F): 0.121, atom 11 (F): 0.087, atom 12 (O): -0.298, atom 13 (O): -0.144, atom 14 (O): -0.216, atom 15 (O): -0.391, atom 16 (O): -0.425, atom 17 (O): 0.132, atom 18 (O): -0.448, atom 19 (O): 0.135, atom 20 (O): 0.140, atom 21 (N): 0.026, atom 22 (N): 0.114, atom 23 (N): -0.120, atom 24 (C): -0.088, atom 25 (C): -0.163, atom 26 (C): -0.155, atom 27 (C): -0.209, atom 28 (C): -0.077, atom 29 (C): -0.087, atom 30 (C): -0.139, atom 31 (C): -0.020, atom 32 (C): -0.044, atom 33 (C): -0.119, atom 34 (C): -0.065, atom 35 (C): -0.076, atom 36 (C): -0.070, atom 37 (C): -0.244, atom 38 (C): -0.563, atom 39 (C): 0.001, atom 40 (C): 0.002, atom 41 (C): -0.113, atom 42 (C): -0.111, atom 43 (C): -0.103, atom 44 (C): -0.480, atom 45 (C): -0.034, atom 46 (C): -0.135, atom 47 (C): -0.160, atom 48 (C): -0.285, atom 49 (C): -0.042, atom 50 (C): -0.116, atom 51 (C): -0.116, atom 52 (C): -1.042, atom 53 (C): -0.165, atom 54 (C): -0.205, atom 55 (C): -0.132, atom 56 (C): -0.231, atom 57 (C): -0.186, atom 58 (C): -0.157, atom 59 (C): -0.106, atom 60 (C): -0.149, atom 61 (C): -0.003, atom 62 (C): 0.018, atom 63 (C): 0.011, atom 64 (C): -0.099, atom 65 (C): -0.314, atom 66 (C): -0.054, atom 67 (C): -0.118, atom 68 (C): -0.089, atom 69 (C): -1.085, atom 70 (C): -0.270, atom 71 (C): -0.191, atom 72 (C): -0.014, atom 73 (B): -0.430, atom 74 (H): 0.100, atom 75 (H): 0.116, atom 76 (H): 0.037, atom 77 (H): 0.100, atom 78 (H): 0.090, atom 79 (H): 0.029, atom 80 (H): 0.087, atom 81 (H): 0.094, atom 82 (H): 0.081, atom 83 (H): 0.088, atom 84 (H): 0.092, atom 85 (H): 0.091, atom 86 (H): 0.095, atom 87 (H): 0.122, atom 88 (H): 0.114, atom 89 (H): 0.093, atom 90 (H): 0.125, atom 91 (H): 0.116, atom 92 (H): 0.005, atom 93 (H): 0.094, atom 94 (H): 0.098, atom 95 (H): 0.102, atom 96 (H): 0.073, atom 97 (H): 0.115, atom 98 (H): 0.087, atom 99 (H): 0.124

=====

<ii>
# C49H33BF5N3O9S4TeTi

A structure of composition C49H33BF5N3O9S4TeTi (wB97M-V/def2-TZVPD, OMol25).

Atoms and positions in Å:
Te 0.7185 -2.6932 -5.0621
Ti 0.1857 0.6034 0.9701
S -1.0612 6.9772 3.5934
S 1.9775 2.2640 2.0595
S -2.3264 1.3891 1.0910
S 0.5297 4.9355 2.0679
F 3.6366 -1.8512 2.0546
F 2.9860 1.5068 -1.2235
F 7.3318 0.3107 0.0975
F 6.2908 -1.5648 1.7967
F 5.6318 1.8283 -1.4006
O 0.1731 1.1243 -2.2131
O -0.5186 -1.1581 0.9278
O -2.9695 0.3708 1.8794
O 0.6926 -0.4794 3.2079
O -0.1707 3.0277 -0.9642
O -0.9684 1.7802 1.8058
O -3.0859 2.5762 0.8358
O -1.6976 0.8010 -0.1739
O 1.9023 -0.2996 0.6040
N -0.1329 4.5313 4.4085
N 0.5913 3.3916 4.0838
N -0.2501 -2.3130 -2.1020
C 2.1034 -3.0134 7.2497
C -3.0610 -2.2292 -2.0585
C -0.9484 4.4879 -4.2454
C -4.3062 -4.3851 -0.8243
C -4.4204 -2.4357 -2.2260
C 1.1697 -2.0201 -2.0455
C 2.4955 -1.7641 5.2305
C 0.8177 -1.6751 3.3889
C -1.9853 -6.5696 -3.7916
C 5.1331 0.9293 -0.5356
C -1.8925 4.2781 8.2104
C -0.0305 -2.3440 1.1492
C -0.7270 5.5789 6.5468
C -0.1760 -3.3194 0.1397
C -0.7405 3.3399 -5.0008
C 4.0981 -0.9247 1.1931
C -0.3641 2.1344 -4.3942
C 1.8928 -2.5546 -3.2830
C 0.8375 -3.3589 6.7892
C -0.3971 -4.3806 -4.5037
C 5.9974 0.1570 0.2134
C -1.3444 3.2937 6.0828
C 0.6106 -2.7035 2.3413
C 5.4677 -0.7827 1.0733
C -2.4475 -5.6404 -4.7120
C 1.0948 -4.0072 2.5035
C -0.8391 -2.8878 -1.1410
C 1.0073 3.4600 2.8638
C 0.9758 -4.9609 1.5156
C -0.2681 5.5007 3.4768
C 0.4099 -2.9229 5.5430
C -1.3007 5.4673 7.8068
C -1.9130 3.1928 7.3425
C 3.7646 0.7729 -0.4198
C -0.7251 -6.4037 -3.2306
C -1.6583 -4.5527 -5.0670
C -0.7873 4.4808 -2.8544
C 0.0655 -5.3186 -3.5847
C -0.7533 4.4885 5.6940
C -2.3123 -3.1067 -1.2768
C 3.1906 -0.1432 0.4712
C -0.2096 2.1463 -3.0299
C 1.2394 -2.1247 4.7635
C -5.0457 -3.5185 -1.6155
C 1.5185 -6.3578 1.6884
C 2.9303 -2.2153 6.4694
C -0.4164 3.2916 -2.2739
C -2.9437 -4.1720 -0.6477
C 0.3276 -4.5861 0.3280
B 0.1190 1.6366 -0.8955
H -0.2119 1.2260 -4.9632
H -3.4377 -5.7442 -5.1391
H 2.1722 -6.6352 0.8575
H 1.0371 -5.2010 -3.1234
H -0.8709 3.3754 -6.0755
H 3.1270 -1.1338 4.6154
H -2.3325 4.1955 9.1968
H -1.2745 6.3173 8.4779
H -1.2443 5.4055 -4.7393
H -6.1117 -3.6704 -1.7373
H 1.6119 -4.2638 3.4231
H 2.4454 -3.3690 8.2141
H 0.7167 -7.1005 1.7315
H 1.2681 -0.9343 -2.0142
H 3.9160 -1.9412 6.8249
H -4.7891 -5.2237 -0.3366
H 0.2263 -5.3142 -0.4744
H -2.6062 -7.4078 -3.5020
H -0.3581 -7.1171 -2.5018
H -2.3689 -4.8345 -0.0111
H -2.5600 -1.3772 -2.4992
H -0.2731 6.5029 6.2202
H -2.0444 -3.8187 -5.7658
H 2.0974 -6.4384 2.6091
H -0.5695 -3.1993 5.1688
H 0.1869 -3.9755 7.3976
H 2.2937 -3.5523 -3.1108
H -2.3754 2.2609 7.6429
H 1.6550 -2.4373 -1.1592
H 2.7188 -1.9061 -3.5750
H -1.3486 2.4617 5.3913
H -4.9984 -1.7413 -2.8230
H -0.9549 5.3624 -2.2497

Calculated values
HOMO = -3.15 eV
LUMO level = 0.1232 Eh
Charge = -2

Results of the Löwdin charge analysis, in e, for atoms 1 through 99: atom 1 (Te): 1.241, atom 2 (Ti): 0.942, atom 3 (S): 0.482, atom 4 (S): 0.663, atom 5 (S): 0.384, atom 6 (S): 1.009, atom 7 (F): 0.105, atom 8 (F): 0.114, atom 9 (F): 0.085, atom 10 (F): 0.093, atom 11 (F): 0.102, atom 12 (O): 0.129, atom 13 (O): -0.132, atom 14 (O): -0.295, atom 15 (O): 0.073, atom 16 (O): 0.134, atom 17 (O): -0.441, atom 18 (O): -0.277, atom 19 (O): -0.341, atom 20 (O): -0.199, atom 21 (N): -0.150, atom 22 (N): 0.041, atom 23 (N): 0.104, atom 24 (C): -0.106, atom 25 (C): -0.005, atom 26 (C): -0.116, atom 27 (C): -0.096, atom 28 (C): -0.077, atom 29 (C): -0.274, atom 30 (C): -0.009, atom 31 (C): -0.270, atom 32 (C): -0.106, atom 33 (C): -0.142, atom 34 (C): -0.114, atom 35 (C): -0.250, atom 36 (C): -0.052, atom 37 (C): -0.091, atom 38 (C): -0.118, atom 39 (C): -0.123, atom 40 (C): -0.001, atom 41 (C): -0.485, atom 42 (C): -0.092, atom 43 (C): -0.579, atom 44 (C): -0.155, atom 45 (C): -0.001, atom 46 (C): -0.056, atom 47 (C): -0.147, atom 48 (C): -0.098, atom 49 (C): 0.013, atom 50 (C): -0.193, atom 51 (C): -1.064, atom 52 (C): -0.265, atom 53 (C): -1.107, atom 54 (C): -0.033, atom 55 (C): -0.098, atom 56 (C): -0.087, atom 57 (C): -0.157, atom 58 (C): -0.102, atom 59 (C): -0.163, atom 60 (C): 0.008, atom 61 (C): -0.146, atom 62 (C): -0.209, atom 63 (C): -0.132, atom 64 (C): -0.302, atom 65 (C): -0.201, atom 66 (C): -0.153, atom 67 (C): -0.106, atom 68 (C): -0.065, atom 69 (C): -0.081, atom 70 (C): -0.201, atom 71 (C): -0.027, atom 72 (C): 0.011, atom 73 (B): -0.532, atom 74 (H): 0.105, atom 75 (H): 0.097, atom 76 (H): 0.072, atom 77 (H): 0.084, atom 78 (H): 0.085, atom 79 (H): 0.122, atom 80 (H): 0.089, atom 81 (H): 0.093, atom 82 (H): 0.086, atom 83 (H): 0.090, atom 84 (H): 0.120, atom 85 (H): 0.091, atom 86 (H): 0.071, atom 87 (H): 0.102, atom 88 (H): 0.098, atom 89 (H): 0.091, atom 90 (H): 0.114, atom 91 (H): 0.094, atom 92 (H): 0.096, atom 93 (H): 0.106, atom 94 (H): 0.120, atom 95 (H): 0.076, atom 96 (H): 0.086, atom 97 (H): 0.069, atom 98 (H): 0.124, atom 99 (H): 0.094

=====

Result of the stability comparison: <ii> is the least stable of them.

=====

<i>
# C21H27N3O2

An isolated molecule of C21H27N3O2 (wB97M-V/def2-TZVPD, OMol25).

Atoms and positions in Å:
O 0.7844 -1.2024 3.1286
O 4.5113 4.0786 1.3568
N -1.0869 -2.0762 -0.6403
N 2.7948 0.4479 2.5109
N -0.5316 -0.5153 1.4279
C -3.4091 -4.3721 -1.4581
C 2.5122 4.4895 0.1094
C -0.7332 0.1672 0.1696
C 2.4534 3.8588 -1.2923
C -1.5033 -1.5454 1.7153
C -4.9484 -2.5975 -2.9135
C 0.5803 -0.4338 2.1937
C 3.8125 3.9652 -1.9776
C -3.5947 -2.3661 -2.7464
C 1.3755 4.5431 -2.1299
C -1.3474 -2.9574 -1.7678
C 1.5673 0.6258 1.9273
C 1.5870 1.8515 1.2987
C -1.4575 -2.6441 0.6467
C -1.5553 -0.7168 -0.7817
C -5.5378 -3.7147 -2.3465
C -4.7637 -4.6045 -1.6223
C 3.4069 3.6903 1.0342
C 3.5853 1.4964 2.2645
C -2.8090 -3.2472 -2.0125
C 2.8722 2.4115 1.5006
H -2.8071 -5.0796 -0.9047
H 2.9956 -0.3681 3.0713
H 1.5088 4.5388 0.5347
H -1.3758 -0.3831 -1.8052
H 2.1978 2.7984 -1.1892
H 1.5912 5.6044 -2.2311
H -5.2148 -5.4834 -1.1852
H -3.1411 -1.4968 -3.2012
H 2.9127 5.5017 0.0310
H -6.5947 -3.8948 -2.4754
H 4.5956 1.5657 2.6152
H -2.4405 -3.1412 0.6178
H 3.7930 3.4667 -2.9445
H 4.0769 5.0088 -2.1335
H -0.8128 -3.8908 -1.5690
H -2.4957 -1.0842 1.7495
H -0.6990 -3.3896 0.9054
H 1.3347 4.1060 -3.1251
H -2.6340 -0.6114 -0.5764
H -1.2710 -1.9598 2.6969
H 0.3962 4.4349 -1.6679
H 0.7723 2.3237 0.7906
H -5.5447 -1.9052 -3.4899
H -1.2544 1.1205 0.3276
H -0.9051 -2.4893 -2.6519
H 0.2416 0.3634 -0.2812
H 4.5862 3.5065 -1.3671

Calculated values
HOMO = -8.72 eV
LUMO level = 0.0199 Eh
Structure (SMILES) = CC(C)CC(=O)c1c[nH]c(C(=O)N2CCN(Cc3ccccc3)CC2)c1

natural (NBO) analysis output, partial charges in e: atom 1 (O): -0.656, atom 2 (O): -0.557, atom 3 (N): -0.439, atom 4 (N): -0.460, atom 5 (N): -0.417, atom 6 (C): -0.245, atom 7 (C): -0.499, atom 8 (C): -0.210, atom 9 (C): -0.202, atom 10 (C): -0.237, atom 11 (C): -0.194, atom 12 (C): 0.660, atom 13 (C): -0.609, atom 14 (C): -0.248, atom 15 (C): -0.600, atom 16 (C): -0.244, atom 17 (C): -0.003, atom 18 (C): -0.229, atom 19 (C): -0.230, atom 20 (C): -0.233, atom 21 (C): -0.218, atom 22 (C): -0.205, atom 23 (C): 0.584, atom 24 (C): 0.047, atom 25 (C): 0.043, atom 26 (C): -0.264, atom 27 (H): 0.211, atom 28 (H): 0.443, atom 29 (H): 0.215, atom 30 (H): 0.210, atom 31 (H): 0.199, atom 32 (H): 0.204, atom 33 (H): 0.214, atom 34 (H): 0.207, atom 35 (H): 0.227, atom 36 (H): 0.214, atom 37 (H): 0.230, atom 38 (H): 0.182, atom 39 (H): 0.207, atom 40 (H): 0.204, atom 41 (H): 0.204, atom 42 (H): 0.191, atom 43 (H): 0.201, atom 44 (H): 0.208, atom 45 (H): 0.172, atom 46 (H): 0.258, atom 47 (H): 0.202, atom 48 (H): 0.224, atom 49 (H): 0.212, atom 50 (H): 0.186, atom 51 (H): 0.203, atom 52 (H): 0.217, atom 53 (H): 0.219

=====

<ii>
# C21H27N3O2

An isolated molecule of C21H27N3O2 (wB97M-V/def2-TZVPD, OMol25).

Atoms and positions in Å:
O -0.6076 3.3199 0.5668
O 1.6527 0.5706 0.8766
N 5.4536 0.7477 -0.6223
N -3.4073 -0.3630 0.3885
N -0.8614 1.2773 1.5297
C -6.9517 -0.8488 -0.9254
C 6.0057 -1.4707 0.0007
C 5.1160 3.0149 -1.3457
C 2.9217 0.4768 0.4379
C 4.4077 -2.8710 1.1361
C -2.2389 -1.2009 0.1952
C 5.6753 -2.6697 0.5770
C -0.1616 2.2301 0.8729
C -3.1437 1.0576 0.5483
C -5.8515 -0.4585 0.0533
C 3.7880 -0.6324 0.5288
C -0.1516 -1.8217 -1.0817
C -1.3649 -0.9021 -1.0333
C 2.2022 2.5388 -0.0789
C 1.2240 1.8298 0.5569
C 3.4742 -1.8679 1.1147
C 4.6408 1.7592 -0.6950
C 5.0754 -0.4177 -0.0412
C -4.4664 -0.6014 -0.5820
C -2.2795 1.4010 1.7701
C 3.3241 1.6714 -0.1660
H 0.4769 -1.6746 -0.2058
H -1.6288 -1.1383 1.1004
H 5.0637 3.8433 -0.6410
H 0.4485 -1.6182 -1.9658
H -6.0100 0.5701 0.3798
H -6.8365 -1.8839 -1.2398
H -2.4607 2.4480 2.0263
H 4.4819 3.2575 -2.1969
H -4.1117 1.5405 0.6912
H -1.9615 -1.0328 -1.9387
H -2.6799 1.5095 -0.3439
H -4.3880 0.0755 -1.4482
H 6.1405 2.8868 -1.6808
H 2.4940 -2.0093 1.5461
H 6.3973 -3.4726 0.6043
H -0.4189 0.3837 1.6722
H 4.1689 -3.8231 1.5863
H 6.9788 -1.3015 -0.4324
H -2.5565 0.7647 2.6113
H -6.9158 -0.2170 -1.8105
H -0.4602 -2.8648 -1.1093
H -7.9299 -0.7372 -0.4642
H -2.5943 -2.2340 0.1309
H -1.0256 0.1351 -1.0056
H 2.1143 3.5450 -0.4320
H -4.3690 -1.6244 -0.9524
H -5.8930 -1.0973 0.9366

Calculated values
HOMO = -8.40 eV
LUMO level = 0.0080 Eh
Structure (SMILES) = CCCN(CCC)CCNC(=O)c1cc2c(C)nc3ccccc3c2o1

natural (NBO) analysis output, partial charges in e: atom 1 (O): -0.611, atom 2 (O): -0.427, atom 3 (N): -0.454, atom 4 (N): -0.456, atom 5 (N): -0.606, atom 6 (C): -0.605, atom 7 (C): -0.211, atom 8 (C): -0.649, atom 9 (C): 0.405, atom 10 (C): -0.212, atom 11 (C): -0.196, atom 12 (C): -0.205, atom 13 (C): 0.626, atom 14 (C): -0.225, atom 15 (C): -0.397, atom 16 (C): -0.174, atom 17 (C): -0.603, atom 18 (C): -0.428, atom 19 (C): -0.215, atom 20 (C): 0.168, atom 21 (C): -0.181, atom 22 (C): 0.276, atom 23 (C): 0.235, atom 24 (C): -0.211, atom 25 (C): -0.239, atom 26 (C): -0.196, atom 27 (H): 0.197, atom 28 (H): 0.171, atom 29 (H): 0.224, atom 30 (H): 0.215, atom 31 (H): 0.193, atom 32 (H): 0.199, atom 33 (H): 0.230, atom 34 (H): 0.224, atom 35 (H): 0.205, atom 36 (H): 0.201, atom 37 (H): 0.179, atom 38 (H): 0.169, atom 39 (H): 0.240, atom 40 (H): 0.214, atom 41 (H): 0.216, atom 42 (H): 0.406, atom 43 (H): 0.216, atom 44 (H): 0.227, atom 45 (H): 0.212, atom 46 (H): 0.201, atom 47 (H): 0.202, atom 48 (H): 0.211, atom 49 (H): 0.196, atom 50 (H): 0.198, atom 51 (H): 0.249, atom 52 (H): 0.192, atom 53 (H): 0.203

=====

Result of the stability comparison: <i> is the least stable of them.